1.
A 10-piece molecular cluster, C24H68N2O10 overall at a distorted geometry, computed with wB97M-V/def2-TZVPD.

Atoms and positions in Å:
O: -2.5428 2.0619 -3.6393
C: 0.0677 1.8016 2.0953
H: 3.2443 1.6966 -2.9942
C: -1.7997 -0.0077 -3.9542
H: -2.5085 5.5230 0.0181
H: 2.8306 -1.9839 1.7185
H: 6.2749 -2.2565 -2.8482
H: 3.4340 -2.8467 -0.5089
H: 4.3030 1.9116 -1.6365
C: -5.4301 2.1725 1.3800
H: -3.7477 -0.4402 -1.8740
O: 3.2736 -0.8225 -3.5110
H: 1.6232 -0.8963 -4.8485
H: 0.2056 0.6303 -0.8663
C: 6.6067 -2.4484 -1.8345
H: -2.3650 -0.9950 1.1081
O: -3.2442 -1.3096 5.0930
C: 4.3439 -3.1964 -0.9787
H: -0.2450 -1.2726 -1.6260
H: -1.7129 -1.4200 3.6299
H: 6.5199 -3.1760 0.3973
H: 4.5136 -4.2535 -0.7010
H: -2.1013 -0.4289 -0.5103
H: -1.8401 1.0417 -2.1597
C: -2.5130 0.9753 -2.9913
H: 3.0615 2.9899 -1.8976
H: 2.6853 -0.2839 -1.9178
H: -0.6530 -2.8392 0.8611
H: -0.2583 3.8542 2.6766
H: 0.6532 1.3062 1.3253
C: -4.7712 0.8422 1.1005
H: -2.7390 -2.1413 -0.0795
H: 2.5891 -1.1091 3.9442
C: 2.3413 -2.1573 3.7752
O: 5.9376 -2.4585 0.3756
H: 2.3417 -4.6654 2.9694
H: -2.0217 5.0040 -2.2050
H: 1.5411 -3.8988 1.6569
H: -3.2962 2.0265 -4.1870
C: 3.2684 1.9508 -1.9301
H: -4.8550 2.9948 0.9267
H: 3.9466 -1.1223 -4.0898
O: 0.1595 -1.2029 0.9786
H: 0.7027 1.1893 -2.4584
H: -4.5669 0.3777 -3.2498
H: -2.2011 3.2334 -2.5589
H: -0.6019 -2.9698 -1.5419
H: 0.9101 -2.5420 -1.0855
H: 1.4880 3.4290 2.0300
H: -6.9224 2.0168 -0.3482
H: -3.6954 0.9314 1.2319
C: 2.0957 -1.4323 -4.0434
C: -2.0476 -1.3022 0.1594
H: -4.1961 1.1967 -1.7540
H: -2.7126 -1.7788 5.7418
C: 2.5105 -4.0469 2.0950
C: -0.6474 -1.9027 0.3178
O: 2.5411 -0.0952 -1.0059
C: 5.5429 -2.2422 -0.7994
O: -5.5670 2.4545 2.5888
H: 1.4062 -1.5690 -3.2619
C: -2.2812 3.6623 -0.6266
H: 3.1570 -4.5861 1.4066
H: -1.3703 1.6377 0.9999
O: 4.2575 -2.6735 2.6891
C: -0.1067 -2.1906 -1.0542
H: 4.0872 -3.1233 -2.0567
H: -7.2871 3.3198 0.8757
H: -2.3662 4.3087 1.1950
H: 2.6033 1.4177 -0.0787
H: 1.4730 1.4947 3.7226
H: 0.2058 3.6331 0.9653
H: -4.6551 2.5281 2.9684
C: 0.8119 1.3828 -1.3688
O: -1.1170 1.5322 1.9203
H: 7.0274 -3.4353 -1.7955
C: -3.8425 0.4914 -2.5009
H: -1.9112 0.0535 4.6029
N: -2.1444 4.0155 -1.8738
H: 7.5237 -1.7890 -1.6629
N: -2.3273 4.6067 0.2954
H: 1.2707 -2.1583 3.5827
H: 2.3381 -2.4395 -4.3410
H: -0.8146 0.2555 -4.2468
C: 2.3115 1.1266 -1.0608
H: 5.1662 -1.1977 -0.8665
H: -4.9649 0.5533 0.1208
H: -7.6221 1.6252 1.1551
O: -2.2412 2.3678 -0.2733
H: 0.7458 -0.6739 0.4206
H: -5.0633 0.0581 1.8036
H: -2.3863 -0.3205 -4.8065
H: 0.4880 2.4008 -1.1438
C: -6.8694 2.2997 0.7383
H: 4.6234 -2.7015 1.7872
H: -3.0606 -0.3861 3.3850
H: -1.5193 -0.9855 -3.4669
C: 0.5589 1.1582 3.4068
C: -2.4306 -0.8157 4.1408
C: 0.3701 3.2683 1.9578
C: 3.0470 -2.6756 2.5088
H: 0.5454 0.0658 3.3765
H: 2.7006 -2.6591 4.6504
H: -0.0917 1.4499 4.2502

Properties
SMILES string: NC(N)=O.CC(C)O.CC(C)O.CC(C)O.CC(C)O.CC(C)O.CC(C)O.CC(C)O.CO.CO
ΔE to the lowest compared entry with this formula, charge and spin: 6.144 eV
Multiplicity: 1
Kohn-Sham gap: 9.12 eV
LUMO level: 0.010 Eh
Net charge: 0

=====

2.
A 10-piece molecular cluster, C24H68O18S10 overall at a distorted geometry, computed with wB97M-V/def2-TZVPD.

Atoms and positions in Å:
S: 29.5684 8.9502 -1.8333
H: 23.0046 11.4876 -1.4693
H: 24.6257 11.8030 -1.8271
H: 29.8462 12.0884 -0.3662
H: 31.0725 11.8736 -3.9990
H: 24.4273 2.7572 -0.0484
S: 32.2653 12.3583 -0.1653
C: 27.2684 11.5254 1.2032
O: 27.2883 4.6511 0.9535
H: 21.6960 5.1220 -2.4744
S: 23.0517 12.6818 -3.6636
C: 24.7153 13.1827 -4.2091
O: 29.7694 9.0726 -0.3835
H: 26.0458 2.4187 0.4049
C: 30.6143 13.7885 -6.1830
H: 33.7940 10.4582 -0.7182
S: 25.4529 11.2529 1.7564
H: 26.2106 6.8418 -2.6952
O: 34.1664 5.4774 -6.7139
H: 27.4272 4.9165 -8.5398
H: 32.8253 7.3809 -5.4897
H: 25.7010 9.5282 0.1545
H: 33.9903 2.6951 -5.9126
C: 30.6767 7.6115 -2.4028
H: 32.8197 2.8756 -7.2334
H: 25.4399 6.4130 -5.5417
C: 28.8942 4.1892 -0.7152
C: 21.2340 8.0824 1.1378
O: 20.4577 7.4657 -3.6075
H: 20.5083 8.8383 0.8374
H: 30.3558 7.8964 -7.5091
H: 29.0432 5.7150 0.7452
O: 33.2712 13.3120 -0.8043
H: 30.7151 14.7044 -6.7654
C: 30.6088 8.8604 -7.9505
O: 29.4419 11.2837 -8.5670
H: 25.2634 13.8033 -3.5002
C: 21.9949 7.9276 -0.1483
C: 31.8042 11.6927 -4.7863
H: 29.7290 4.5582 -1.3111
H: 32.7298 11.3480 -4.3254
H: 32.2954 5.3076 -7.5563
O: 24.5364 11.9483 0.8110
S: 34.7878 4.2679 -7.6749
O: 25.0252 5.8147 1.0348
O: 22.4665 13.8304 -2.8172
O: 22.6640 8.5565 -2.9397
H: 27.4547 8.9991 -3.8834
H: 32.4200 10.4224 -1.7695
S: 29.0903 9.9115 -8.0106
C: 25.7577 6.1107 -6.5396
H: 28.2023 3.8021 -1.4633
S: 27.2771 7.0072 -7.0196
O: 25.6954 4.8617 -1.1012
C: 27.1224 8.8259 -2.8598
H: 26.3874 8.9474 1.6802
H: 28.7543 9.1576 -5.7017
H: 22.2147 8.9551 -0.4384
H: 28.7399 6.0746 -8.7119
H: 27.3094 12.5744 1.4966
O: 29.6787 10.1345 -2.7086
C: 32.7148 10.6099 -0.7370
C: 25.5492 9.4817 1.2329
H: 30.0058 13.9635 -5.2957
S: 21.6778 7.4522 -2.7345
C: 25.1806 3.0141 0.6964
O: 28.2787 6.5299 -5.9917
H: 30.9984 8.6742 -8.9514
H: 30.5720 12.7001 -1.8901
O: 32.6780 14.3014 -4.5016
H: 31.2617 6.7003 -5.7940
C: 28.2650 5.2500 0.1399
C: 32.9542 6.0306 -7.0753
H: 23.3577 5.8062 -2.1912
H: 33.1856 6.8576 -7.7466
H: 30.3011 13.7583 -0.4703
H: 27.6801 10.5306 -6.0668
C: 28.6867 10.1305 -6.1886
O: 21.1503 7.4195 -1.1508
O: 28.1383 8.1889 -2.0881
H: 30.3003 6.6518 -2.0486
H: 26.7618 9.8096 -2.5591
H: 22.9604 7.4431 -0.0029
H: 29.9679 13.0910 -6.7158
H: 21.7224 8.4097 2.0556
H: 24.7005 13.7894 -5.1146
O: 34.3445 4.4543 -9.0409
H: 25.2985 12.2747 -4.3625
H: 24.6170 8.9717 1.4757
H: 25.1447 8.1037 -3.4703
H: 32.3724 5.6377 -5.1250
H: 20.6492 7.1978 1.3900
H: 31.3642 9.4324 -7.4117
H: 29.4067 10.7927 -5.7079
S: 25.7059 4.7517 0.3388
H: 30.5702 7.6062 -3.4875
H: 34.3460 2.0088 -7.5310
C: 23.6874 11.5433 -2.3171
H: 26.0609 5.0654 -6.5992
H: 27.9099 6.0406 -0.5210
H: 24.9303 6.2921 -7.2256
O: 36.2296 4.0499 -7.4025
C: 27.6610 5.9800 -8.5888
H: 27.1855 6.5689 -9.3731
H: 23.9713 10.5628 -2.6994
H: 32.1826 9.8414 -0.1763
C: 33.8809 2.8318 -6.9885
C: 32.3270 6.4715 -5.8256
C: 22.4903 5.7670 -2.8501
H: 25.0148 2.9505 1.7718
H: 28.0382 10.9630 1.7316
H: 31.7122 7.8183 -2.1324
H: 29.3862 3.3605 -0.2059
S: 32.3168 13.2822 -5.5904
H: 27.3759 11.3911 0.1269
C: 25.8850 7.8821 -2.7016
C: 30.5861 12.7599 -0.8018
H: 22.7436 5.5013 -3.8765
H: 25.4186 7.9689 -1.7203
H: 31.6022 11.0695 -5.6576

Properties
Multiplicity: 2
Kohn-Sham gap (spin up / spin down): 7.03 / 2.53 eV
LUMO level (spin up / spin down): -0.118 / -0.284 Eh
Net charge: +1

=====

3.
A 11-piece molecular cluster, C24H69ClNO13PS11Si overall at a distorted geometry, computed with wB97M-V/def2-TZVPD.

Atoms and positions in Å:
H: 7.3992 -3.2544 -1.6026
H: 5.6945 -1.8539 -4.7841
H: 10.3779 -1.3146 3.3047
H: 8.1970 1.6729 -6.1934
H: 2.7429 -0.0814 -7.7145
Cl: -1.5838 -0.7410 1.5259
H: -3.7639 -0.2512 4.4104
H: 9.5887 -0.1625 6.8589
H: -11.5130 8.4294 2.8422
H: -12.7122 -3.2509 -0.9903
S: -11.6981 -1.1789 -0.4355
H: 3.8950 -0.7942 -0.0529
H: 0.9401 -0.2838 -2.4711
C: -3.2216 -0.7044 2.3319
O: -8.1460 7.3973 3.4222
H: 1.2839 -1.9469 -6.9325
H: -9.7177 -0.0110 0.1437
H: -10.0525 5.8120 2.0243
H: 5.2970 1.8516 -0.4161
H: 2.9889 -2.3179 0.1384
H: 8.4425 -1.9294 -7.4132
H: -8.6081 -2.5392 -4.9660
H: -7.9140 -0.2403 4.3924
H: -9.7688 -1.6135 0.9113
S: 5.4013 1.5476 1.9534
H: -7.5054 -4.8618 -5.3117
C: 8.3937 0.8094 -6.8256
H: 10.9982 -0.8558 4.9099
H: 9.9715 -1.2314 -8.0334
H: 4.0637 3.0106 7.5345
H: -5.6676 -2.9295 3.2457
S: 5.7150 1.4935 6.6967
H: 3.4559 2.0494 6.1502
C: 6.1283 2.8847 5.6422
H: 1.3422 -2.6932 -5.3162
O: 8.9314 1.0131 4.3573
H: -8.9465 6.4148 0.7691
C: -9.7597 6.6844 1.4397
H: 7.2581 3.0286 1.6955
H: -6.6743 0.8872 0.8569
C: 10.1763 -1.3309 4.3741
H: 6.0166 3.8150 6.2004
H: 3.0744 -1.1477 1.4774
H: 2.2984 0.9234 -6.2997
S: 9.3961 -0.3491 -5.8844
O: 6.5139 1.6315 7.9468
H: 7.1636 2.7721 5.3208
H: 10.0075 -2.4682 -6.7551
H: -10.9258 7.1460 3.9447
O: -9.0400 -4.6186 -2.0996
C: 4.8021 2.3087 0.4420
H: 3.7264 2.1358 0.3789
Si: -5.8828 0.3830 1.9969
C: -11.7126 -2.9569 -0.6750
H: 8.5889 -1.6415 6.7196
H: -2.0509 -0.1300 4.0259
H: 7.7091 1.5217 2.5264
H: -10.0939 -3.3783 -4.4219
S: 3.1612 -1.2086 -5.6403
C: 7.1344 1.9452 1.7026
C: -9.9588 -1.0623 -0.0072
C: -10.6980 8.1115 3.4927
O: -8.2468 -0.7970 3.6718
H: -9.3506 -1.4652 -0.8168
H: 7.4522 0.3355 -7.1054
H: -3.4628 -1.7537 2.4957
H: -7.4738 -6.1291 -4.0630
H: 5.4758 2.8836 4.7682
H: 5.6566 -3.6116 -1.3905
O: 1.7051 1.0148 0.0428
S: -6.4885 4.1227 1.8997
H: -9.4140 -2.0458 -3.4577
C: 3.0326 0.2305 -6.7107
N: -5.8307 1.7382 3.1658
O: 8.5406 -0.8704 -4.7865
C: 4.0400 2.0247 7.0702
C: 3.0282 -1.2584 0.3965
O: 4.6174 -1.0914 -2.1700
O: -11.8663 -0.5568 -1.7812
H: -11.4667 -3.4540 0.2631
H: 6.4649 -2.4278 -0.3302
H: -9.0320 -5.6154 -4.7554
C: -8.0360 -5.2859 -4.4591
O: 4.0363 -2.1887 -6.3423
H: -3.7055 0.8915 1.0002
H: 7.8140 -0.0437 6.8468
H: 6.9549 -2.9225 -4.1475
C: -3.0521 0.0698 3.6459
H: 1.7810 -1.8189 -2.1373
H: 3.6039 1.3047 7.7598
H: 2.7102 -0.3060 -2.2808
C: -9.1731 -2.8901 -4.1022
C: 8.6699 -0.5871 6.4543
S: -9.1801 7.9892 2.5353
H: 5.2275 -3.2885 -3.8477
H: -10.6046 7.0500 0.8558
C: -4.1786 -0.0391 1.3346
H: 8.9410 1.1245 -7.7140
O: -6.0761 -2.2399 3.7882
H: 4.0079 0.7121 -6.7431
H: -3.1466 1.1370 3.4428
H: -10.9891 -3.2307 -1.4429
P: -7.0162 -1.3695 2.7967
C: 9.4558 -1.6199 -7.1551
C: -6.1872 2.7929 2.6891
S: 6.0263 -1.5045 -2.4702
H: 0.7828 -1.0130 -5.4882
C: 5.9704 -2.4976 -3.9584
H: 7.4722 1.5172 0.7575
C: 1.7778 -0.7459 -1.9460
S: 1.5349 -0.4539 -0.1820
H: -4.2616 -0.6863 0.4564
C: 6.4264 -2.8407 -1.3379
H: -10.5435 8.8541 4.2726
C: 1.4691 -1.7672 -5.8733
H: 5.0035 3.3802 0.4748
O: -7.5117 -2.1416 1.6475
S: -8.1684 -4.0482 -3.1611
O: 5.2507 0.0762 1.7843
H: 10.0498 -2.3612 4.7059
S: 8.6542 -0.4210 4.6685

Properties
Multiplicity: 1
Kohn-Sham gap: 8.38 eV
LUMO level: 0.011 Eh
Net charge: 0

=====

4.
A 11-piece molecular cluster, C24H69NO11 overall at a distorted geometry, computed with wB97M-V/def2-TZVPD.

Atoms and positions in Å:
H: -5.0385 4.4673 -1.5808
C: 0.4454 5.5416 4.6403
H: -0.7130 3.5250 4.6125
C: -7.9842 -7.7868 2.7451
H: 0.6764 -0.7102 3.2977
H: 1.8512 -6.1053 -1.6894
H: 0.4321 5.4887 7.5359
O: 0.1601 -0.1768 2.6890
H: -0.8653 -2.3793 2.0363
H: 6.2789 3.6199 -10.9184
C: 5.0956 2.0405 -6.2671
H: 0.9163 6.5047 4.8370
H: 7.3291 5.0306 -10.1537
O: -7.3805 4.0452 -2.1467
H: 2.9369 3.9716 -7.2130
H: 2.9704 -5.3851 -0.9679
C: 0.3361 0.5457 0.4655
N: 5.5963 3.3216 -8.3143
C: 7.0800 3.9759 -10.2707
H: 2.2254 -5.4736 9.8732
C: 7.9310 4.0343 -7.9035
C: -5.5179 3.7972 -0.8673
H: -2.0820 -1.9778 -5.6887
H: -0.6202 1.0644 0.5324
O: -1.3672 4.1335 4.9636
O: 2.1511 -5.8558 -0.8152
H: 8.9226 3.7034 -8.2123
C: -0.3049 4.8027 7.1184
O: -1.7016 -1.2597 -5.1828
H: 0.7661 -4.8770 9.2266
H: 6.4546 5.3079 -6.3479
H: 4.2506 1.4790 -6.6656
H: -4.0806 -5.5682 5.8845
H: 7.7757 2.6974 -6.2538
H: -7.4788 -7.7854 3.7109
H: 6.0065 1.4855 -6.4915
H: 1.2324 4.7875 4.6340
H: 1.4492 -1.0651 1.2750
H: -5.2868 2.8522 -1.3590
H: -5.4062 0.6082 5.0470
C: 7.0153 3.2721 -8.8831
C: -0.6374 5.2254 5.6141
H: 8.1164 1.4905 -9.7463
H: -8.2952 -6.1094 1.2513
H: 3.5263 -3.6170 9.2058
H: -0.0166 5.4864 3.6546
H: 5.1129 2.0929 -5.1785
C: 0.4496 -0.6503 1.4044
H: -9.5735 -9.1465 3.4433
H: -6.6397 4.5110 -2.5416
O: -5.6209 1.3083 5.6634
C: 3.8685 4.2369 -6.7132
H: -0.8268 -2.0401 0.1970
H: 1.7656 -5.8098 8.2199
C: 6.3825 4.2479 -6.1042
H: 0.4115 3.9827 7.0671
H: -5.0858 3.6860 0.1272
H: -9.8760 -8.2561 1.8912
H: -4.9820 1.9964 5.4771
C: -7.0161 3.9600 -0.7596
H: 0.3438 0.2567 -0.5854
H: 4.1155 5.1876 -7.1856
O: -7.4698 -8.7665 1.8189
H: 3.5423 4.4281 -5.6909
O: -2.4827 -8.0774 1.8705
H: 2.1389 -4.0534 6.9978
O: 4.6977 2.7035 -9.0208
O: -3.2020 -5.7443 5.5479
H: -10.0195 -7.4559 3.4852
C: 5.2312 3.4495 -6.8453
H: -6.5463 -8.5044 1.8269
C: -7.7906 -6.2863 2.2011
H: 7.8548 1.4654 -7.9671
C: 7.7167 3.7723 -6.4251
H: -8.8075 2.7673 -0.1001
C: 1.8157 -5.0208 8.9702
H: 0.7504 -2.5623 9.4187
H: -2.5518 -7.9315 2.8140
H: -7.4143 2.4225 0.6962
H: -1.5421 -8.0646 1.6939
H: -0.9862 -1.6643 -4.6923
O: 2.5090 -3.2482 7.3671
H: 6.1186 4.1794 -5.0488
H: -8.2896 -5.5369 2.8156
C: -0.7773 -1.6637 1.2188
C: 2.5156 -3.5864 8.7987
H: -7.5145 1.8327 -0.9902
H: 7.9907 5.1115 -8.0589
C: 7.4694 1.8064 -8.9280
H: 8.4658 4.0448 -5.6817
H: 2.1580 -2.5488 10.5866
C: 1.8297 -2.4837 9.5492
H: 6.6151 1.1408 -9.0518
H: 1.1229 1.2661 0.6892
H: -1.3924 6.0069 5.6996
H: -1.1833 4.6872 7.7534
H: -7.4072 4.8911 -0.3496
C: -9.4789 -8.2035 2.9049
C: -7.7447 2.6573 -0.3156
H: -1.7383 -1.1498 1.1987
H: -2.6241 -5.5962 6.2964
H: 5.0359 1.8063 -8.9728
H: -6.7403 -5.9950 2.1890
H: 7.9581 3.5156 -10.7235
H: 2.1869 -1.5479 9.1192

Properties
SMILES string: CC1(C)CCCC(C)(C)N1O.CC(C)O.CC(C)O.CC(C)O.CC(C)O.CC(C)O.O.O.O.O.O
ΔE to the lowest compared entry with this formula, charge and spin: 0.000 eV
Multiplicity: 1
Kohn-Sham gap: 7.81 eV
LUMO level: 0.004 Eh
Net charge: 0

=====

What is the formula in the fourth record?
C24H69NO11

=====

Among the records above, which one has the highest multiplicity?
C24H68O18S10

=====

Look up the net charge of the third one.
0